# 1
Here is a molecular structure, C59H149BeN10O19 in a non-equilibrium geometry from the Open Molecules 2025 dataset. Energies are from ωB97M-V with the def2-TZVPD basis set.

The geometry in XYZ format:
```
238
C59H149BeN10O19 (ωB97M-V with the def2-TZVPD basis set)
Be -19.44 -11.73 13.36
C -13.37 -9.05 12.41
C -14.57 -9.14 13.32
C -15.13 -7.68 13.75
O -15.59 -10.04 12.88
H -13.52 -8.64 11.41
H -12.83 -9.99 12.32
H -12.67 -8.36 12.87
H -14.16 -9.51 14.26
H -14.30 -7.05 14.06
H -15.76 -7.78 14.63
H -15.71 -7.19 12.97
C -12.09 -19.24 7.65
O -13.08 -18.56 8.37
C -12.59 -18.02 9.53
C -13.55 -17.05 10.24
N -13.43 -16.97 11.70
C -12.93 -15.72 12.25
C -11.50 -15.43 11.88
O -10.64 -16.54 12.22
C -9.28 -16.25 12.22
H -11.54 -19.93 8.29
H -11.40 -18.57 7.14
H -12.52 -19.81 6.82
H -11.59 -17.60 9.43
H -12.43 -18.87 10.20
H -14.58 -17.23 9.91
H -13.37 -16.04 9.86
H -12.89 -17.76 12.02
H -13.15 -15.70 13.32
H -13.53 -14.94 11.79
H -11.12 -14.61 12.49
H -11.40 -15.23 10.82
H -9.07 -15.70 13.13
H -8.93 -15.71 11.34
H -8.55 -17.07 12.20
C -17.89 -11.25 9.27
O -19.08 -10.80 9.85
C -19.74 -9.76 9.16
C -21.09 -9.47 9.92
N -20.99 -9.13 11.35
C -20.04 -7.99 11.59
C -20.05 -7.62 13.10
O -19.72 -8.76 13.94
C -19.91 -8.36 15.26
H -17.71 -12.26 9.65
H -16.98 -10.68 9.48
H -18.02 -11.36 8.19
H -19.88 -10.01 8.11
H -19.29 -8.77 9.06
H -21.70 -10.38 9.85
H -21.67 -8.72 9.37
H -21.92 -8.85 11.59
H -20.49 -7.16 11.05
H -18.98 -8.22 11.45
H -21.04 -7.19 13.26
H -19.36 -6.79 13.27
H -20.95 -8.14 15.54
H -19.27 -7.53 15.57
H -19.59 -9.22 15.85
C -5.47 -11.37 10.65
O -4.23 -11.42 9.94
C -4.09 -12.39 8.96
C -2.75 -12.22 8.24
N -1.65 -12.62 9.16
C -0.33 -12.53 8.63
C 0.71 -13.26 9.61
O 2.04 -12.88 9.25
C 3.07 -13.45 10.07
H -6.38 -11.35 10.05
H -5.50 -10.43 11.21
H -5.49 -12.10 11.46
H -4.84 -12.12 8.22
H -4.18 -13.40 9.37
H -2.60 -11.15 8.09
H -2.63 -12.79 7.33
H -1.51 -11.94 9.90
H 0.01 -11.49 8.57
H -0.34 -12.97 7.64
H 0.63 -14.35 9.63
H 0.38 -12.90 10.59
H 4.02 -13.33 9.54
H 2.87 -14.51 10.17
H 2.94 -12.87 10.98
C -10.09 -9.16 19.78
O -11.37 -8.97 20.41
C -12.42 -8.72 19.51
C -13.69 -8.26 20.22
N -14.19 -9.27 21.17
C -15.21 -8.76 22.06
C -15.32 -9.92 23.09
O -14.13 -10.06 23.88
C -14.20 -11.09 24.81
H -10.16 -10.11 19.25
H -9.40 -9.23 20.62
H -9.79 -8.36 19.10
H -12.66 -9.60 18.91
H -12.21 -7.94 18.78
H -14.53 -8.10 19.54
H -13.51 -7.34 20.77
H -13.43 -9.52 21.79
H -16.12 -8.60 21.49
H -14.96 -7.81 22.54
H -15.48 -10.82 22.49
H -16.18 -9.76 23.73
H -13.47 -10.99 25.62
H -13.85 -12.02 24.36
H -15.18 -11.29 25.23
C -15.58 -4.19 4.18
O -15.13 -4.23 5.56
C -15.95 -4.55 6.66
C -15.07 -4.36 7.97
N -14.86 -2.96 8.21
C -14.24 -2.66 9.47
C -14.47 -1.21 9.74
O -13.94 -0.84 10.98
C -14.02 0.48 11.40
H -16.28 -4.98 3.91
H -14.71 -4.06 3.54
H -16.12 -3.25 4.04
H -16.27 -5.58 6.53
H -16.88 -3.99 6.66
H -14.13 -4.87 7.77
H -15.48 -4.89 8.82
H -14.21 -2.61 7.53
H -13.17 -2.74 9.30
H -14.58 -3.30 10.28
H -15.49 -0.88 9.52
H -13.87 -0.65 9.03
H -13.66 1.30 10.78
H -13.46 0.66 12.32
H -15.08 0.55 11.65
C -17.66 -12.87 16.60
O -18.17 -13.50 15.47
C -18.18 -14.92 15.49
C -19.23 -15.47 14.48
N -18.86 -15.10 13.14
C -19.69 -15.72 12.11
C -21.18 -15.38 12.19
O -21.44 -13.93 12.20
C -22.86 -13.66 12.25
H -17.59 -11.80 16.42
H -16.63 -13.23 16.71
H -18.29 -13.10 17.46
H -18.51 -15.32 16.44
H -17.19 -15.30 15.25
H -20.22 -15.17 14.84
H -19.30 -16.56 14.49
H -17.90 -15.38 13.00
H -19.45 -16.79 12.13
H -19.37 -15.38 11.13
H -21.72 -16.01 12.90
H -21.69 -15.67 11.27
H -23.30 -13.91 13.22
H -23.43 -14.16 11.46
H -23.05 -12.60 12.10
C -20.63 -2.31 11.81
O -21.79 -2.57 12.58
C -23.00 -2.35 11.93
C -24.17 -2.57 12.98
N -25.48 -2.29 12.41
C -26.56 -2.36 13.40
C -27.90 -1.86 12.73
O -27.79 -0.52 12.44
C -28.94 0.05 11.80
H -20.45 -1.24 11.93
H -20.75 -2.55 10.75
H -19.79 -2.84 12.26
H -23.07 -3.08 11.13
H -23.15 -1.35 11.53
H -23.97 -1.82 13.76
H -24.10 -3.57 13.40
H -25.54 -3.08 11.78
H -26.41 -1.68 14.24
H -26.65 -3.35 13.84
H -28.66 -2.15 13.45
H -28.17 -2.35 11.79
H -28.72 1.09 11.58
H -29.76 -0.05 12.52
H -29.31 -0.40 10.88
C -10.21 -12.66 5.36
O -10.30 -11.37 4.75
C -11.45 -10.61 5.06
C -11.47 -9.35 4.14
N -11.47 -9.85 2.74
C -11.10 -8.84 1.78
C -10.70 -9.38 0.44
O -9.68 -10.36 0.67
C -8.73 -10.56 -0.43
H -10.92 -13.16 4.69
H -10.41 -12.76 6.42
H -9.19 -12.99 5.16
H -11.47 -10.33 6.12
H -12.34 -11.22 4.93
H -10.60 -8.84 4.55
H -12.39 -8.79 4.29
H -10.74 -10.54 2.81
H -10.25 -8.26 2.14
H -11.90 -8.14 1.55
H -10.33 -8.57 -0.18
H -11.51 -9.90 -0.08
H -9.25 -11.08 -1.23
H -7.83 -11.07 -0.10
H -8.41 -9.58 -0.80
C -8.98 -6.10 8.33
C -7.65 -5.32 8.45
C -6.65 -5.42 7.30
O -5.47 -4.68 7.57
C -4.35 -5.05 6.73
N -7.96 -3.90 8.47
H -8.74 -7.15 8.15
H -9.56 -5.61 7.55
H -9.54 -6.16 9.26
H -7.11 -5.61 9.35
H -7.12 -5.07 6.38
H -6.39 -6.47 7.17
H -3.91 -5.96 7.15
H -3.55 -4.32 6.78
H -4.65 -5.23 5.70
H -7.03 -3.51 8.38
H -8.28 -3.54 9.36
C -10.29 -4.36 13.91
C -9.34 -3.15 14.08
C -7.83 -3.60 14.45
O -7.74 -4.36 15.68
C -6.36 -4.77 15.86
N -9.46 -2.23 12.94
H -11.34 -4.07 13.81
H -10.40 -4.94 14.83
H -9.91 -5.00 13.11
H -9.67 -2.64 14.98
H -7.22 -2.69 14.45
H -7.38 -4.14 13.62
H -6.13 -5.34 14.96
H -6.19 -5.38 16.75
H -5.66 -3.93 15.86
H -8.83 -1.46 13.12
H -10.38 -1.82 13.04
```

The HOMO-LUMO gap comes out at 2.5 eV. The HOMO energy is -9.64 eV. The value obtained for the maximum force is 3.10 eV/A. Its charge is +1. The energy above the lowest of the compared OMol25 structures with the same formula, charge and spin is 181.4 kcal/mol. As for the total energy: -4328.0585 a.u.

# 2
Here is 15 unconnected molecules or ions with the total composition C59H156FN9O31P5 in a non-equilibrium geometry from the Open Molecules 2025 dataset. Energies are from ωB97M-V with the def2-TZVPD basis set.

The geometry in XYZ format:
```
261
C59H156FN9O31P5 (ωB97M-V with the def2-TZVPD basis set)
C 16.25 16.76 -16.77
C 15.61 16.08 -15.53
C 16.06 16.50 -14.15
C 15.20 17.67 -13.53
N 15.76 18.24 -12.16
C 14.74 19.26 -11.47
C 15.70 20.35 -10.94
C 16.82 20.52 -11.88
C 17.06 19.11 -12.42
C 15.93 17.12 -11.12
H 17.34 16.67 -16.81
H 15.98 17.81 -16.79
H 15.91 16.46 -17.76
H 15.88 15.03 -15.60
H 14.53 16.18 -15.58
H 17.13 16.71 -14.09
H 15.97 15.58 -13.56
H 14.24 17.26 -13.22
H 14.99 18.49 -14.22
H 14.02 18.84 -10.77
H 14.14 19.60 -12.31
H 16.10 20.09 -9.96
H 15.18 21.30 -10.84
H 17.81 20.82 -11.53
H 16.55 21.26 -12.63
H 17.79 18.58 -11.82
H 17.37 19.02 -13.46
H 16.72 16.51 -11.53
H 15.02 16.51 -11.18
H 16.19 17.43 -10.10
C 19.60 19.11 -15.44
C 19.92 20.36 -14.66
C 21.32 20.98 -14.79
O 21.60 22.25 -14.18
C 21.39 22.31 -12.82
N 19.06 21.40 -15.10
H 19.98 19.13 -16.46
H 18.52 18.95 -15.44
H 20.03 18.24 -14.94
H 19.76 20.12 -13.60
H 21.42 21.03 -15.87
H 21.97 20.19 -14.41
H 21.67 21.41 -12.27
H 20.35 22.44 -12.52
H 21.89 23.15 -12.33
H 19.03 21.63 -16.09
H 19.46 22.16 -14.57
C 12.50 16.22 -8.39
C 12.78 14.83 -8.95
C 12.64 13.61 -7.89
O 13.28 13.85 -6.66
C 14.74 13.95 -6.69
N 11.87 14.56 -10.03
H 12.42 16.87 -9.26
H 13.27 16.62 -7.74
H 11.54 16.29 -7.87
H 13.79 14.80 -9.36
H 13.19 12.74 -8.23
H 11.59 13.35 -7.76
H 15.28 14.12 -5.76
H 15.10 14.72 -7.37
H 15.09 12.94 -6.94
H 11.93 13.56 -10.16
H 10.92 14.81 -9.80
C 16.23 18.45 -21.12
C 17.73 18.11 -21.53
C 18.41 19.08 -22.51
O 18.50 20.42 -21.95
C 18.88 21.49 -22.83
N 18.44 17.86 -20.33
H 15.85 17.73 -20.40
H 15.53 18.54 -21.96
H 16.25 19.41 -20.61
H 17.61 17.12 -21.98
H 17.85 19.23 -23.44
H 19.41 18.71 -22.73
H 18.00 21.65 -23.45
H 19.75 21.32 -23.48
H 19.00 22.44 -22.31
H 19.42 17.79 -20.59
H 18.48 18.73 -19.82
C 18.03 20.09 -6.97
C 19.51 19.83 -7.07
C 19.96 18.53 -6.36
O 19.49 18.54 -5.07
C 20.17 17.65 -4.15
N 19.96 19.87 -8.45
H 17.55 19.43 -7.69
H 17.79 21.12 -7.23
H 17.53 19.94 -6.01
H 19.93 20.64 -6.49
H 21.02 18.71 -6.20
H 19.81 17.58 -6.88
H 20.07 16.60 -4.44
H 19.74 17.71 -3.16
H 21.24 17.89 -4.18
H 20.95 20.02 -8.41
H 19.64 20.76 -8.83
C 20.46 17.44 -11.95
C 20.03 16.77 -10.59
C 21.25 16.78 -9.53
O 22.28 15.89 -9.86
C 23.27 15.74 -8.80
N 18.88 17.57 -10.04
H 20.59 18.51 -11.78
H 19.72 17.41 -12.75
H 21.49 17.14 -12.15
H 19.71 15.75 -10.79
H 20.73 16.42 -8.64
H 21.56 17.76 -9.18
H 23.72 16.62 -8.35
H 24.02 15.11 -9.26
H 22.80 15.22 -7.95
H 19.22 18.42 -9.60
H 18.53 17.09 -9.23
C 16.68 13.66 -9.92
C 16.21 12.50 -10.93
C 14.93 11.70 -10.55
O 15.07 10.97 -9.27
C 14.06 9.99 -9.13
N 16.19 13.11 -12.24
H 15.93 14.44 -9.82
H 17.59 14.05 -10.37
H 16.89 13.32 -8.91
H 17.07 11.84 -11.00
H 14.65 11.08 -11.40
H 14.10 12.40 -10.44
H 14.20 9.50 -8.16
H 14.05 9.19 -9.87
H 13.06 10.42 -9.09
H 16.98 13.74 -12.34
H 16.41 12.46 -12.98
C 12.00 12.84 -13.30
C 12.55 14.23 -13.63
C 11.38 15.11 -13.98
O 10.77 14.78 -15.28
C 9.44 15.27 -15.44
N 13.32 14.66 -12.47
H 11.33 12.59 -14.13
H 11.40 12.70 -12.40
H 12.84 12.15 -13.28
H 13.18 14.10 -14.51
H 11.78 16.12 -14.02
H 10.70 15.09 -13.12
H 8.92 14.86 -16.31
H 9.59 16.34 -15.57
H 8.84 15.03 -14.57
H 14.05 14.00 -12.26
H 12.69 14.74 -11.68
C 16.10 10.57 -17.60
C 14.75 11.28 -17.26
C 13.65 10.35 -16.70
O 12.47 11.10 -16.65
C 11.37 10.34 -15.99
N 15.09 12.26 -16.26
H 15.86 9.85 -18.39
H 16.65 10.13 -16.76
H 16.75 11.31 -18.07
H 14.46 11.79 -18.18
H 13.91 9.90 -15.74
H 13.49 9.56 -17.44
H 10.93 9.61 -16.67
H 10.65 11.12 -15.75
H 11.73 9.94 -15.04
H 14.20 12.58 -15.91
H 15.51 11.74 -15.51
C 20.88 24.20 -8.53
O 19.45 24.50 -8.53
P 18.42 23.82 -9.59
O 18.54 22.33 -9.66
O 16.99 24.36 -9.13
C 16.33 23.47 -8.28
O 18.59 24.57 -11.05
C 17.86 24.20 -12.17
H 21.15 23.54 -7.71
H 21.44 25.14 -8.54
H 21.08 23.61 -9.43
H 16.20 22.51 -8.78
H 15.34 23.86 -8.10
H 16.80 23.36 -7.30
H 16.94 23.65 -12.00
H 18.58 23.73 -12.84
H 17.48 25.13 -12.58
C 10.70 18.44 -11.79
O 10.39 17.16 -11.28
P 9.27 16.97 -10.17
O 9.35 15.68 -9.50
O 9.39 18.24 -9.11
C 8.72 18.21 -7.89
O 7.85 17.22 -10.96
C 7.56 16.27 -11.95
H 11.69 18.69 -11.43
H 9.93 19.20 -11.67
H 10.91 18.36 -12.85
H 8.10 17.31 -7.82
H 8.03 19.03 -7.73
H 9.46 18.29 -7.10
H 6.74 15.66 -11.58
H 8.36 15.54 -12.08
H 7.29 16.65 -12.93
C 12.68 19.08 -16.30
O 13.17 20.42 -16.46
P 13.74 20.89 -17.95
O 12.86 20.43 -19.08
O 13.96 22.44 -17.80
C 13.09 23.41 -18.39
O 15.27 20.24 -17.93
C 16.14 20.62 -16.88
H 12.82 18.50 -17.22
H 11.65 19.13 -15.97
H 13.18 18.59 -15.46
H 13.69 24.18 -18.88
H 12.63 23.92 -17.55
H 12.37 23.04 -19.12
H 16.03 20.01 -15.99
H 16.08 21.66 -16.55
H 17.15 20.49 -17.26
C 16.89 14.38 -19.82
O 17.39 13.28 -20.52
P 18.93 13.25 -21.09
O 19.28 12.14 -21.96
O 19.04 14.71 -21.82
C 18.54 14.80 -23.09
O 19.93 13.40 -19.78
C 21.31 13.16 -19.78
H 15.84 14.20 -19.59
H 16.96 15.32 -20.36
H 17.37 14.46 -18.84
H 18.60 13.87 -23.65
H 18.98 15.68 -23.57
H 17.53 15.17 -22.94
H 21.87 13.61 -18.96
H 21.76 13.66 -20.64
H 21.62 12.13 -19.89
C 20.74 16.05 -17.13
O 19.72 15.73 -16.09
P 19.97 14.75 -14.80
O 18.94 14.68 -13.74
O 20.40 13.32 -15.49
C 19.51 12.65 -16.38
O 21.37 15.37 -14.28
C 22.14 14.60 -13.42
H 21.44 15.23 -17.33
H 21.34 16.95 -17.00
H 20.18 16.18 -18.06
H 18.69 12.18 -15.84
H 20.13 11.95 -16.93
H 19.08 13.32 -17.13
H 21.63 13.70 -13.08
H 22.33 15.25 -12.56
H 23.03 14.17 -13.86
C 11.54 22.95 -13.95
C 11.80 21.77 -12.97
O 13.16 22.03 -12.58
C 13.80 22.73 -13.51
O 14.99 22.99 -13.55
O 12.88 23.29 -14.32
F 11.76 20.65 -13.64
H 11.23 23.90 -13.52
H 10.89 22.77 -14.81
H 11.13 21.66 -12.11
```

The HOMO-LUMO gap (spin up / spin down) comes out at 8.8 / 3.4 eV. The multiplicity is 2. The HOMO energy (spin up / spin down) is -12.13 / -12.13 eV. The value obtained for the maximum force is 4.70 eV/A. Its charge is +2. As for the total energy: -6973.0443 a.u.